(i)
This record from the OMol25 dataset describes a gas-phase ion, C6H11O (charge -1). The level of theory is ωB97M-V/def2-TZVPD.

```
18
C6H11O ωB97M-V/def2-TZVPD
C -2.768 -1.193 1.245
H 2.297 -0.350 -0.912
H -3.616 -1.394 0.573
O 2.658 1.776 0.499
C 1.488 1.431 -0.130
H -2.849 -1.981 1.958
H -0.718 -1.738 1.058
C -1.184 -0.373 -0.558
H 0.579 1.541 0.554
H -0.058 0.302 -2.154
H 1.279 -0.518 0.540
C 1.327 -0.072 -0.449
H 1.230 1.961 -1.055
H 0.154 -1.420 -1.759
C -1.412 -1.169 0.532
C 0.104 -0.426 -1.280
H -2.892 -0.163 1.727
H -2.000 0.368 -0.687
```

total charge: -1
HOMO-LUMO gap: 0.2113 Ha

Atomic partial charges in e from the natural (NBO) method, atoms 1 to 6: -0.648 0.192 0.198 -0.960 -0.006 0.199

---

(ii)
This record from the OMol25 dataset describes a gas-phase ion, C6H11O (charge -1). The level of theory is ωB97M-V/def2-TZVPD.

```
18
C6H11O ωB97M-V/def2-TZVPD
C 0.115 0.125 0.311
H 1.185 -1.080 4.141
H 1.048 0.567 0.677
C -0.938 1.324 -1.986
C -0.124 -1.322 0.787
H -1.332 2.114 -1.212
H 0.166 -0.073 3.172
H -0.432 -0.775 -1.555
H -1.212 -1.245 1.196
H -1.535 0.624 -2.614
C 0.050 0.171 -1.227
H 1.010 0.161 -1.786
H -0.056 -1.920 -0.100
H 1.425 -2.475 1.756
H -0.715 0.810 0.529
C 0.756 -1.665 2.018
C 0.692 -0.946 3.174
O -0.357 2.146 -2.833
```

total charge: -1
HOMO-LUMO gap: 0.2028 Ha

Atomic partial charges in e from the natural (NBO) method, atoms 1 to 6: -0.432 0.187 0.195 -0.008 -0.457 0.087

---

(iii)
This record from the OMol25 dataset describes a gas-phase ion, C6H11O (charge -1). The level of theory is ωB97M-V/def2-TZVPD.

```
18
C6H11O ωB97M-V/def2-TZVPD
H -0.537 0.484 1.714
O -3.305 -0.325 -0.982
H 0.303 1.656 0.827
H -0.781 0.860 -1.345
C -0.107 0.694 0.771
H 0.897 -1.253 0.613
H -2.663 -0.291 0.947
H 3.015 -1.720 0.481
C -2.243 -0.277 -0.168
C 3.388 -0.813 -0.034
C 2.304 0.210 0.093
H -1.891 1.746 -0.076
H 3.701 -1.115 -1.072
H -1.468 -1.154 -0.237
C -1.198 0.807 -0.274
H 2.513 1.290 0.037
C 1.034 -0.216 0.513
H 4.281 -0.329 0.562
```

total charge: -1
HOMO-LUMO gap: 0.2107 Ha

Atomic partial charges in e from the natural (NBO) method, atoms 1 to 6: 0.207 -0.937 0.192 0.188 -0.468 0.180

---

Short version: (ii) is the least stable of them.

---

(i)
This record from the OMol25 dataset describes a single C12H17NO2 molecule. The level of theory is ωB97M-V/def2-TZVPD.

```
32
C12H17NO2 ωB97M-V/def2-TZVPD
C -0.594 1.435 1.637
C -1.621 0.325 1.595
C 0.095 -1.360 -0.770
H 0.440 1.287 1.200
H -2.416 -0.875 -0.034
C 1.399 0.946 -1.486
N -1.149 -0.783 2.301
H 2.066 1.780 -1.628
H -0.869 2.270 1.059
C 1.305 -3.128 0.487
H 3.212 -0.248 -0.941
H -0.813 -2.829 0.801
C 0.169 3.243 -2.073
H 1.438 -4.186 0.500
H -2.601 0.656 2.023
H -1.841 -1.096 2.949
C 1.468 -1.344 -0.878
C 2.158 -0.240 -1.239
C -0.107 -2.675 -0.063
C 0.013 1.087 -1.257
H 0.954 3.232 -1.304
H -0.115 -0.717 2.499
H -0.276 -3.477 -0.947
O 2.143 -2.496 -0.462
H 0.750 2.881 -2.926
H 1.518 -2.669 1.541
C -1.886 0.029 -0.063
O -0.676 2.193 -1.622
H -2.517 0.796 -0.466
H -0.411 4.182 -2.332
H -0.606 1.885 2.668
C -0.629 -0.102 -0.769
```

HOMO-LUMO gap: 0.3190 Ha

Atomic partial charges in e from the natural (NBO) method, atoms 1 to 6: -0.665 -0.002 -0.080 0.229 0.213 -0.301

---

(ii)
This record from the OMol25 dataset describes a single C12H17NO2 molecule. The level of theory is ωB97M-V/def2-TZVPD.

```
32
C12H17NO2 ωB97M-V/def2-TZVPD
H -3.590 2.305 1.626
O -0.088 -1.107 -1.177
H -4.312 2.982 -0.840
H -1.353 0.506 -2.416
C 2.574 -0.058 2.060
C -2.933 1.707 -1.756
H 1.963 0.629 2.609
H 2.104 0.920 -1.024
O -0.138 -1.071 1.298
H 2.520 1.758 0.464
H -3.286 2.133 -2.714
C -3.585 2.328 -0.661
C -2.279 0.999 0.836
H 3.423 -1.983 0.418
C -1.527 0.574 -0.211
C 2.431 -1.799 0.253
C -3.229 1.942 0.619
C 2.672 0.845 -0.078
H 2.319 -1.990 -0.760
H 2.400 -0.922 2.809
H -0.659 -3.059 -0.680
H 3.598 0.287 2.241
C -0.317 -0.321 -0.121
H -0.555 -2.667 -2.352
C 2.029 -0.389 0.656
C -0.823 -2.292 -1.421
H 3.611 0.694 -0.445
C -1.852 0.915 -1.548
H 2.022 -2.509 1.015
H -1.805 -1.960 -1.427
H -2.000 0.611 1.916
N 0.665 -0.006 0.812
```

HOMO-LUMO gap: 0.3506 Ha

Atomic partial charges in e from the natural (NBO) method, atoms 1 to 6: 0.222 -0.530 0.203 0.230 -0.618 -0.194

---

Short version: (ii) is the least stable of them.

---

(i)
This record from the OMol25 dataset describes a single C2H6S molecule. The level of theory is ωB97M-V/def2-TZVPD.

```
9
C2H6S ωB97M-V/def2-TZVPD
H -0.891 -0.940 1.772
H -1.945 0.319 1.118
H 2.003 -0.227 -1.201
H -0.436 0.839 1.753
H 1.889 -0.718 0.394
S -0.344 -0.037 -0.570
C -0.908 -0.002 1.243
H 1.850 1.080 -0.041
C 1.511 0.068 -0.257
```

HOMO-LUMO gap: 0.3620 Ha

Atomic partial charges in e from the natural (NBO) method, atoms 1 to 6: 0.214 0.220 0.223 0.216 0.218 0.130

---

(ii)
This record from the OMol25 dataset describes a single C2H6S molecule. The level of theory is ωB97M-V/def2-TZVPD.

```
9
C2H6S ωB97M-V/def2-TZVPD
H -0.210 1.194 1.096
H -1.968 -0.540 1.660
C -0.532 0.466 0.348
H -1.292 0.993 -0.223
S 0.868 0.255 -0.755
H -0.365 -1.228 1.671
H -1.387 -1.499 0.281
C -1.111 -0.754 1.028
H 1.082 -1.055 -0.703
```

HOMO-LUMO gap: 0.3702 Ha

Atomic partial charges in e from the natural (NBO) method, atoms 1 to 6: 0.211 0.219 -0.524 0.211 -0.042 0.208

---

(iii)
This record from the OMol25 dataset describes a single C2H6S molecule. The level of theory is ωB97M-V/def2-TZVPD.

```
9
C2H6S ωB97M-V/def2-TZVPD
C -1.223 0.441 0.620
C 1.144 -0.420 -0.627
H 1.581 -0.798 -1.553
H 1.453 -1.174 0.115
H -0.400 0.611 1.304
H -1.962 -0.253 1.007
S -0.558 -0.222 -0.971
H -1.747 1.368 0.404
H 1.712 0.446 -0.298
```

HOMO-LUMO gap: 0.3531 Ha

Atomic partial charges in e from the natural (NBO) method, atoms 1 to 6: -0.727 -0.783 0.236 0.209 0.221 0.219

---

Short version: (i) is the least stable of them.

---

(i)
This record from the OMol25 dataset describes a molecular structure, C2H8NO2PS. The level of theory is ωB97M-V/def2-TZVPD.

```
15
C2H8NO2PS ωB97M-V/def2-TZVPD
H -1.662 0.215 -2.065
H 1.550 -1.118 2.442
C 0.522 -0.795 2.586
P -1.118 -2.053 -0.295
H -2.324 1.498 -1.376
H -0.573 1.812 -1.839
H -2.381 -1.560 -0.562
O -2.464 0.275 0.610
N -0.217 -0.739 0.017
H -0.314 -1.370 2.775
H 0.279 0.243 2.421
C -1.369 1.142 -1.552
H -0.695 -2.336 -1.731
S -1.115 0.574 0.199
O -0.443 1.579 0.959
```

HOMO-LUMO gap (alpha / beta): 0.2201 / 0.3328 Ha

Atomic partial charges in e from the natural (NBO) method, atoms 1 to 6: 0.235 0.189 -0.350 0.643 0.247 0.252

---

(ii)
This record from the OMol25 dataset describes 2 unconnected molecules or ions with the total composition C2H8NO2PS. The level of theory is ωB97M-V/def2-TZVPD.

```
15
C2H8NO2PS ωB97M-V/def2-TZVPD
H 0.332 -3.349 -0.835
H 1.382 -0.744 2.355
N -0.561 1.040 -0.140
H -2.156 2.405 -0.007
O 1.275 -1.234 1.456
H 0.772 -1.683 -1.751
H -0.586 3.154 -0.243
H 0.350 0.766 -0.571
C -1.174 2.258 -0.516
S -3.362 -0.042 0.173
C 0.007 -2.307 -1.164
H -1.438 2.211 -1.553
P -1.408 -0.337 0.424
O -0.973 -1.683 -0.793
H 2.369 -1.587 1.573
```

HOMO-LUMO gap (alpha / beta): 0.2398 / 0.2397 Ha

Atomic partial charges in e from the natural (NBO) method, atoms 1 to 6: 0.162 0.482 -0.965 0.233 -0.938 0.123

---

Short version: (i) is the least stable of them.